# C30H39N2O8P3S2Sr

A structure of composition C30H39N2O8P3S2Sr (wB97M-V/def2-TZVPD, the OMol25 dataset).

```
! RIJCOSX wB97M-V def2-TZVPD def2/J DEFGRID3
* xyz -2 1
Sr -0.9485 0.6206 -1.8111
C -1.6729 5.2341 0.5317
C -1.5883 4.0666 -0.4235
N -0.9881 2.9731 -0.1218
N -0.4383 2.9025 1.1599
C -0.4411 1.7162 1.6942
S -1.1086 0.2416 1.1156
S 0.2778 1.7275 3.3640
C -1.2020 2.2183 4.3273
C -2.2945 1.1822 4.3300
C -2.2272 0.0887 5.1928
C -3.1872 -0.9116 5.1460
C -4.2275 -0.8339 4.2238
C -4.2932 0.2429 3.3516
C -3.3312 1.2455 3.4065
C -2.3057 4.1627 -1.7174
C -2.5356 5.4057 -2.3154
C -3.1717 5.5382 -3.5374
C -3.6059 4.3772 -4.1948
C -3.4549 3.1429 -3.6073
C -2.8182 2.9764 -2.3426
O -2.7641 1.8288 -1.7762
H -1.1002 5.0120 1.4263
H -2.7173 5.4230 0.8002
H -1.2726 6.1412 0.0701
H -1.5409 3.1567 3.8890
H -0.8187 2.3890 5.3352
H -1.3909 0.0097 5.8820
H -3.1107 -1.7669 5.8079
H -4.9679 -1.6241 4.1709
H -5.0657 0.2882 2.5923
H -3.3652 2.0656 2.6968
H -2.1696 6.3004 -1.8181
H -3.3027 6.5118 -3.9931
H -4.0575 4.4592 -5.1778
H -3.7733 2.2362 -4.1134
O -1.0099 -2.7688 -4.3329
P -1.4671 -1.5383 -3.3809
O -2.7795 -1.8477 -2.7906
O -0.3305 -1.3276 -2.3728
O -1.5518 -0.2601 -4.3825
P -0.0687 0.6121 -4.6498
O 1.0045 -0.6006 -4.5108
O -0.0968 1.2162 -5.9853
O 0.0943 1.4994 -3.4309
H -1.3588 -3.5503 -3.8689
H 0.5177 -0.9335 -3.6987
C 3.3832 -0.9949 2.7972
C 2.5710 -2.0331 2.0113
C 1.2808 -2.3152 2.8059
C 3.3512 -3.3419 1.8877
P 1.9820 -1.2293 0.3794
C 1.3159 -2.7823 -0.3807
C -0.0256 -3.0528 -0.0891
C -0.6655 -4.1718 -0.6103
C 0.0174 -5.0331 -1.4609
C 1.3510 -4.7799 -1.7617
C 1.9962 -3.6759 -1.2116
C 3.5081 -0.7235 -0.6237
C 3.7921 0.7278 -0.1879
C 4.8078 -1.5233 -0.5084
C 3.0561 -0.6554 -2.0885
H 3.5676 -1.3614 3.8157
H 2.8293 -0.0530 2.8724
H 4.3549 -0.7965 2.3353
H 1.5345 -2.4963 3.8600
H 0.7682 -3.2029 2.4263
H 0.5845 -1.4715 2.7565
H 3.5022 -3.7686 2.8914
H 4.3355 -3.2020 1.4344
H 2.8020 -4.0749 1.2945
H -0.5803 -2.3535 0.5274
H -1.7124 -4.3435 -0.3824
H -0.4890 -5.8844 -1.9036
H 1.8926 -5.4368 -2.4337
H 3.0349 -3.5092 -1.4615
H 4.2190 0.7799 0.8183
H 2.8757 1.3178 -0.1969
H 4.5014 1.1885 -0.8871
H 5.2176 -1.4830 0.5034
H 5.5553 -1.0866 -1.1849
H 4.6902 -2.5720 -0.7862
H 2.2428 0.0664 -2.2094
H 2.6956 -1.6032 -2.4842
H 3.8830 -0.3174 -2.7244
*
```

## Properties
* HOMO level: -1.902 eV
* LUMO level: 4.132 eV
* Kohn-Sham gap: 6.0 eV